1.
# C55H86I2NbO25

A structure of composition C55H86I2NbO25 (ωB97M-V/def2-TZVPD, OMol25).

Each line ends with the Löwdin charge.
CARTESIAN COORDINATES (ANGSTROEM)
C1 2.945 0.395 0.815  -0.095
C2 2.512 0.239 -0.741  -0.281
C3 1.726 -1.093 -1.116  -0.067
C4 2.837 1.313 -1.594  -0.078
C5 3.026 1.229 -3.199  -0.191
C6 1.663 1.442 -3.994  -0.186
C7 0.957 0.173 -4.663  -0.348
C8 1.782 -1.194 -4.682  -0.111
C9 -0.540 0.061 -4.038  -0.275
C10 -1.104 -1.466 -3.960  -0.411
Nb1 -3.384 -1.609 -3.940  1.514
C11 -3.246 -3.073 -5.740  -0.372
C12 -4.200 -4.344 -5.593  -0.341
O1 -4.310 -5.178 -6.554  -0.083
C13 -5.661 -1.810 -4.167  -0.383
C14 -6.514 -0.678 -3.459  -0.275
C15 -6.369 0.845 -3.635  -0.054
C16 -7.371 1.786 -2.876  -0.053
C17 -8.512 1.297 -1.964  -0.232
C18 -9.577 2.240 -1.219  -0.110
C19 -8.647 -0.257 -1.762  -0.033
C20 -7.668 -1.179 -2.508  -0.050
C21 -3.467 -3.260 -2.400  -0.906
I1 -4.174 -2.310 -0.514  0.681
C22 -2.107 -4.011 -2.011  -0.895
C23 -2.491 -5.079 -0.823  -0.288
I2 -1.208 -5.209 -3.593  0.823
H1 3.318 -0.616 1.204  0.077
H2 3.771 1.177 0.876  0.064
H3 2.031 0.692 1.450  0.081
H4 1.083 -1.391 -0.224  0.082
H5 2.446 -1.933 -1.446  0.092
H6 1.009 -0.856 -1.981  0.048
H7 3.029 2.331 -1.091  0.112
H8 3.657 0.324 -3.470  0.091
H9 3.693 2.145 -3.444  0.095
H10 1.866 2.226 -4.821  0.107
H11 0.920 1.960 -3.281  0.111
H12 0.779 0.448 -5.774  0.129
H13 2.857 -0.944 -5.018  0.075
H14 1.731 -1.819 -3.734  0.057
H15 1.348 -1.837 -5.537  0.080
H16 -1.251 0.634 -4.728  0.064
H17 -0.605 0.472 -2.963  0.096
H18 -0.582 -1.925 -3.053  0.008
H19 -0.769 -2.103 -4.868  0.019
H20 -3.533 -0.324 -2.649  -0.135
H21 -3.398 -0.270 -5.180  -0.106
H22 -2.182 -3.445 -5.920  -0.005
H23 -3.641 -2.475 -6.647  0.046
H24 -4.846 -4.568 -4.679  0.084
H25 -5.971 -2.844 -3.764  0.031
H26 -5.897 -1.805 -5.294  0.058
H27 -5.556 1.247 -4.326  0.074
H28 -7.286 2.919 -3.035  0.081
H29 -10.593 1.695 -1.316  0.068
H30 -9.745 3.251 -1.753  0.076
H31 -9.396 2.363 -0.100  0.062
H32 -9.465 -0.747 -1.095  0.076
H33 -7.814 -2.309 -2.366  0.089
H34 -4.252 -4.088 -2.597  0.013
H35 -1.319 -3.328 -1.516  0.061
H36 -1.826 -6.018 -0.937  0.029
H37 -2.275 -4.659 0.220  0.040
H38 -3.578 -5.391 -0.972  0.062
C24 5.164 2.497 6.023  -0.010
C25 4.952 2.342 4.534  -0.339
C26 5.447 3.507 3.726  -0.115
O2 4.593 3.479 2.589  0.062
C27 3.429 2.892 2.987  -0.552
O3 2.424 2.876 2.341  0.140
O4 3.562 2.325 4.219  0.083
H39 4.819 1.600 6.545  0.076
H40 6.218 2.655 6.262  0.094
H41 4.580 3.332 6.421  0.097
H42 5.391 1.401 4.186  0.162
H43 6.490 3.391 3.428  0.131
H44 5.327 4.472 4.230  0.141
C28 -10.411 3.469 3.890  -0.021
C29 -11.195 2.229 3.519  -0.346
C30 -10.500 0.947 3.876  -0.106
O5 -11.006 0.042 2.903  0.076
C31 -11.347 0.785 1.815  -0.513
O6 -11.625 0.330 0.743  0.136
O7 -11.327 2.117 2.104  0.085
H45 -10.985 4.366 3.643  0.086
H46 -10.180 3.487 4.958  0.090
H47 -9.478 3.529 3.323  0.095
H48 -12.200 2.273 3.952  0.159
H49 -10.749 0.608 4.884  0.141
H50 -9.412 0.996 3.776  0.146
C32 -13.666 -3.469 -1.620  -0.026
C33 -12.566 -3.413 -0.583  -0.342
C34 -11.603 -2.282 -0.787  -0.132
O8 -10.404 -2.786 -0.218  0.050
C35 -10.466 -4.144 -0.315  -0.531
O9 -9.545 -4.881 -0.111  0.154
O10 -11.717 -4.553 -0.680  0.082
H51 -14.357 -4.287 -1.395  0.082
H52 -14.232 -2.535 -1.650  0.089
H53 -13.259 -3.671 -2.615  0.093
H54 -12.998 -3.394 0.424  0.159
H55 -11.919 -1.375 -0.274  0.101
H56 -11.418 -2.047 -1.840  0.144
C36 0.531 -0.277 6.918  -0.014
C37 2.005 -0.389 7.241  -0.327
C38 2.396 -1.712 7.833  -0.102
O11 3.525 -1.370 8.632  0.063
C39 3.376 -0.062 8.983  -0.546
O12 4.040 0.499 9.807  0.144
O13 2.371 0.524 8.274  0.084
H57 0.321 0.691 6.455  0.095
H58 0.210 -1.066 6.237  0.070
H59 -0.075 -0.325 7.824  0.088
H60 2.604 -0.155 6.353  0.153
H61 2.671 -2.443 7.069  0.142
H62 1.628 -2.145 8.480  0.129
C40 -1.074 -6.163 5.503  -0.020
C41 -1.565 -4.784 5.888  -0.339
C42 -0.945 -3.678 5.084  -0.092
O14 -0.987 -2.579 5.989  0.022
C43 -0.969 -3.107 7.249  -0.521
O15 -0.801 -2.471 8.253  0.139
O16 -1.165 -4.455 7.217  0.093
H63 -1.591 -6.925 6.092  0.087
H64 -1.249 -6.365 4.444  0.095
H65 -0.007 -6.274 5.716  0.092
H66 -2.659 -4.746 5.843  0.163
H67 -1.514 -3.455 4.180  0.149
H68 0.098 -3.867 4.811  0.145
C44 8.564 8.179 0.721  -0.021
C45 8.235 6.744 1.069  -0.338
C46 7.459 6.596 2.346  -0.104
O17 7.851 5.305 2.797  0.036
C47 9.093 5.072 2.286  -0.533
O18 9.803 4.167 2.619  0.155
O19 9.422 6.005 1.350  0.090
H69 9.091 8.224 -0.235  0.088
H70 7.659 8.787 0.647  0.092
H71 9.231 8.623 1.466  0.091
H72 7.723 6.259 0.231  0.166
H73 6.380 6.636 2.181  0.145
H74 7.729 7.331 3.111  0.141
C48 7.721 0.798 -3.156  -0.018
C49 7.230 2.011 -3.914  -0.329
C50 8.090 2.376 -5.087  -0.100
O20 7.889 3.782 -5.189  0.062
C51 7.566 4.225 -3.941  -0.540
O21 7.519 5.379 -3.623  0.140
O22 7.308 3.183 -3.103  0.088
H75 7.032 0.559 -2.341  0.092
H76 7.802 -0.071 -3.807  0.071
H77 8.694 0.989 -2.695  0.087
H78 6.184 1.872 -4.212  0.150
H79 7.776 1.873 -6.004  0.145
H80 9.155 2.185 -4.924  0.125
C52 13.933 -1.079 -3.143  -0.022
C53 12.785 -0.742 -4.069  -0.344
C54 12.211 0.627 -3.844  -0.102
O23 10.860 0.465 -4.259  0.043
C55 10.549 -0.850 -4.082  -0.522
O24 9.441 -1.298 -4.147  0.147
O25 11.665 -1.586 -3.817  0.095
H81 14.334 -2.067 -3.382  0.087
H82 14.740 -0.348 -3.228  0.091
H83 13.600 -1.122 -2.102  0.094
H84 13.088 -0.882 -5.113  0.161
H85 12.711 1.390 -4.444  0.144
H86 12.220 0.937 -2.794  0.145

Summary:
M   1493.98 g mol⁻¹
Kohn-Sham gap   6.08 eV
Strongest force on any atom   4.44 eV/A
Net charge   -1


2.
# C30H38IrNO7SSi

A structure of composition C30H38IrNO7SSi (ωB97M-V/def2-TZVPD, OMol25).

Each line ends with the Löwdin charge.
CARTESIAN COORDINATES (ANGSTROEM)
Ir1 0.119 0.258 -0.142  1.493
C1 -2.604 -3.415 -1.245  -0.004
C2 -1.156 -2.995 -0.997  -0.525
C3 -0.184 -4.119 -1.286  -0.007
O1 -0.910 -1.843 -1.799  -0.080
C4 -1.063 -2.511 0.471  -0.591
O2 -0.967 -3.320 1.380  0.049
O3 -1.170 -1.233 0.667  -0.221
H1 -2.711 -3.737 -2.282  0.091
H2 -3.267 -2.567 -1.069  0.085
H3 -2.897 -4.234 -0.588  0.094
H4 -0.348 -4.514 -2.291  0.091
H5 -0.317 -4.915 -0.555  0.090
H6 0.848 -3.765 -1.216  0.093
H7 -0.252 -1.971 -2.496  0.066
O4 1.436 3.841 0.703  0.091
C5 0.850 2.868 0.291  -0.570
O5 1.404 1.794 -0.216  -0.166
C6 -0.681 2.826 0.248  -0.151
C7 -1.454 3.963 0.171  0.017
C8 -2.806 3.832 -0.120  -0.024
C9 -3.344 2.573 -0.326  -0.016
C10 -2.523 1.465 -0.215  -0.069
N1 -1.238 1.602 0.101  -0.082
H8 -0.970 4.921 0.299  0.131
H9 -3.431 4.710 -0.218  0.116
H10 -4.379 2.433 -0.600  0.117
H11 -2.865 0.450 -0.367  0.125
O6 1.198 -0.331 1.489  -0.643
S1 0.732 -1.031 2.790  1.079
C11 1.838 -0.258 3.999  -0.298
C12 0.948 0.260 5.123  -0.229
C13 -0.239 0.908 4.417  -0.214
C14 -0.713 -0.096 3.367  -0.290
H12 2.301 0.565 3.451  0.105
H13 2.598 -0.977 4.295  0.093
H14 1.503 0.951 5.757  0.118
H15 0.606 -0.559 5.760  0.117
H16 0.075 1.834 3.929  0.119
H17 -1.048 1.152 5.104  0.117
H18 -1.144 0.333 2.467  0.062
H19 -1.419 -0.831 3.752  0.106
C15 0.684 2.682 -5.677  -0.086
C16 0.620 2.586 -4.147  -0.598
C17 2.060 2.453 -3.624  -0.084
C18 0.027 3.875 -3.568  -0.076
Si1 -0.354 1.081 -3.590  0.470
O7 -0.294 0.826 -2.020  -0.402
C19 -2.201 1.184 -4.001  -0.193
C20 -2.825 2.099 -4.851  -0.093
C21 -4.201 2.083 -5.056  -0.092
C22 -4.986 1.137 -4.418  -0.100
C23 -4.389 0.205 -3.577  -0.089
C24 -3.016 0.233 -3.374  -0.101
C25 0.316 -0.495 -4.389  -0.216
C26 1.462 -1.097 -3.854  -0.119
C27 1.969 -2.284 -4.368  -0.089
C28 1.338 -2.896 -5.443  -0.094
C29 0.205 -2.315 -5.996  -0.084
C30 -0.296 -1.131 -5.471  -0.080
H20 1.338 3.510 -5.970  0.084
H21 -0.292 2.863 -6.134  0.063
H22 1.089 1.770 -6.122  0.078
H23 2.624 3.358 -3.878  0.087
H24 2.579 1.609 -4.085  0.076
H25 2.092 2.326 -2.540  0.065
H26 0.606 4.741 -3.905  0.087
H27 0.064 3.867 -2.474  0.069
H28 -1.012 4.035 -3.861  0.067
H29 -2.239 2.854 -5.361  0.079
H30 -4.659 2.810 -5.716  0.099
H31 -6.057 1.119 -4.579  0.097
H32 -4.991 -0.549 -3.084  0.099
H33 -2.562 -0.504 -2.719  0.080
H34 1.966 -0.635 -3.011  0.104
H35 2.852 -2.730 -3.929  0.103
H36 1.725 -3.823 -5.846  0.099
H37 -0.294 -2.791 -6.832  0.101
H38 -1.196 -0.705 -5.903  0.104

Summary:
M   777.00 g mol⁻¹
Kohn-Sham gap   7.58 eV
Strongest force on any atom   1.18 eV/A
ΔE to the lowest compared entry with this formula, charge and spin   272.2 kJ/mol


3.
# C3H8NO3S

A cluster of 2 separate species, C3H8NO3S in total (ωB97M-V/def2-TZVPD, OMol25).

Each line ends with the Löwdin charge.
CARTESIAN COORDINATES (ANGSTROEM)
C1 -0.670 0.605 -0.402  -0.288
C2 -0.680 1.917 0.484  -0.486
S1 -0.171 3.538 -0.385  0.586
N1 -1.167 -0.412 0.479  -0.009
C3 -0.578 -1.777 0.468  -0.730
O1 -0.130 -2.106 -0.651  -0.066
O2 -0.776 -2.365 1.557  -0.077
H1 -1.113 0.624 -1.378  0.090
H2 0.329 0.357 -0.721  0.100
H3 -1.723 2.152 0.875  0.071
H4 -0.026 1.864 1.317  0.039
H5 1.089 3.646 0.092  -0.182
H6 -1.573 -0.117 1.332  0.077
H7 1.590 -2.482 -0.576  0.099
H8 3.032 -3.057 -1.423  -0.084
O3 2.568 -2.385 -1.070  -0.142

Summary:
M   138.17 g mol⁻¹
Kohn-Sham gap   7.50 eV
Strongest force on any atom   7.14 eV/A
ΔE to the lowest compared entry with this formula, charge and spin   139.5 kJ/mol
Net charge   -1